Computed, not measured: a structure of composition C5H8O, with ωB97M-V/def2-TZVPD.

Positions of all 14 atoms, in Å:
O: -1.02708 -1.47091 0.83664
C: -1.07451 -0.94577 -0.35971
C: -0.51399 1.01327 -0.14128
C: 0.69889 0.77342 0.78899
C: 1.21303 -0.48308 0.07294
C: 0.17432 -0.56223 -0.93446
H: 0.03469 -1.50900 0.94967
H: -2.02931 -0.95992 -0.88319
H: -0.31505 1.71023 -0.96381
H: -1.49096 1.25995 0.30385
H: 1.39952 1.62047 0.76446
H: 0.38748 0.65646 1.83839
H: 2.25271 -0.50067 -0.24689
H: 0.29025 -0.60224 -2.02561

Atoms 1-3, force components in eV/Å:
O 0.26 0.16 -0.05
C 0.00 0.32 -0.06
C 0.00 0.05 -0.04

LUMO level (eV): 0.94
HOMO level (eV): -6.937
ΔE to the lowest compared entry with this formula, charge and spin (kcal/mol): 113.7
Maximum force (Eh/bohr): 0.008
Multiplicity: 1
Gap between HOMO and LUMO (eV): 7.9

Computed, not measured: an isolated molecule of C5H8O, with ωB97M-V/def2-TZVPD.

Positions of all 14 atoms, in Å:
C: 0.30024 -0.26671 -1.75458
C: -0.26200 0.45842 -0.57952
C: 0.95015 1.03169 1.13482
C: 0.34337 -0.06705 1.64381
O: -1.01858 -0.19814 1.59622
C: -1.28122 -0.36944 0.20050
H: 1.21960 0.18380 -2.14132
H: -0.47017 -0.04748 -2.51885
H: 0.39914 -1.36558 -1.71901
H: 2.03639 1.02687 1.07610
H: 0.45845 1.98737 1.05419
H: 0.88659 -0.92588 2.04176
H: -2.28621 0.00470 -0.03915
H: -1.27478 -1.45824 0.01087

Atoms 1-3, force components in eV/Å:
C 0.08 -0.02 0.06
C -0.01 -0.25 -0.05
C -0.04 -0.06 0.18

LUMO level (spin up / spin down) (eV): 0.33 / 0.33
HOMO level (spin up / spin down) (eV): -7.560 / -7.561
ΔE to the lowest compared entry with this formula, charge and spin (kcal/mol): 125.6
Maximum force (Eh/bohr): 0.007
Multiplicity: 1
Gap between HOMO and LUMO (spin up / spin down) (eV): 7.9 / 7.9

Computed, not measured: an isolated molecule of C5H8O, with ωB97M-V/def2-TZVPD.

Positions of all 14 atoms, in Å:
O: -1.50351 -1.89774 0.49455
C: -0.71802 -0.98299 0.64549
C: 0.69269 -1.02625 0.01921
C: 0.57449 -0.00568 -1.10801
C: 0.00097 1.22564 -0.50366
C: -1.00546 0.37807 1.16024
H: 1.41876 -0.67833 0.76525
H: 0.92012 -2.04299 -0.29797
H: 1.45236 0.57695 -1.47834
H: 0.04439 -0.42063 -1.97778
H: -0.30895 1.92616 -1.31120
H: 0.73119 1.69813 0.14522
H: -0.27154 0.77484 1.86212
H: -2.02749 0.47481 1.58490

Atoms 1-3, force components in eV/Å:
O 0.24 0.58 0.44
C 0.55 -0.14 -0.67
C 0.04 -0.17 -0.01

LUMO level (eV): 0.44
HOMO level (eV): -9.157
ΔE to the lowest compared entry with this formula, charge and spin (kcal/mol): 64.7
Maximum force (Eh/bohr): 0.051
Multiplicity: 1
Gap between HOMO and LUMO (eV): 9.6

Computed, not measured: an isolated molecule of C5H8O, with ωB97M-V/def2-TZVPD.

Positions of all 14 atoms, in Å:
C: 1.71951 -0.22701 -0.40168
C: 0.29816 0.02973 -0.02056
C: -0.81169 0.88943 -0.68307
C: -1.24089 0.45295 0.75884
C: -0.74232 -0.98036 0.46323
O: 0.09273 0.80753 1.22325
H: 2.23825 0.71277 -0.60691
H: 1.77266 -0.87099 -1.28372
H: 2.22447 -0.73025 0.43099
H: -0.42360 1.90400 -0.85960
H: -1.37259 0.51951 -1.55261
H: -2.05541 0.64674 1.47327
H: -0.43421 -1.56152 1.33804
H: -1.26508 -1.59253 -0.27948

Atoms 1-3, force components in eV/Å:
C 0.04 0.03 -0.06
C 0.53 -0.29 -0.28
C 0.23 0.06 -0.10

LUMO level (eV): 1.04
HOMO level (eV): -9.447
ΔE to the lowest compared entry with this formula, charge and spin (kcal/mol): 66.4
Maximum force (Eh/bohr): 0.017
Multiplicity: 1
Gap between HOMO and LUMO (eV): 10.5

Computed, not measured: an isolated molecule of C5H8O, with ωB97M-V/def2-TZVPD.

Positions of all 14 atoms, in Å:
C: 1.14747 0.08747 0.43185
C: 0.41287 -1.20975 -0.07612
C: -1.03499 -0.78492 -0.27612
C: -1.09343 0.68013 -0.28311
C: 0.25309 1.26254 -0.08792
H: 1.24601 0.07818 1.51279
H: 2.16406 0.05420 0.01948
H: 0.45959 -1.98161 0.72155
H: 0.81636 -1.70960 -0.97660
H: -1.78758 -1.47044 -0.68658
H: -1.88921 1.24133 -0.80774
H: 0.66923 1.72646 -1.05875
H: 0.19852 2.05082 0.67351
O: -1.56197 -0.02480 0.89376

Atoms 1-3, force components in eV/Å:
C -0.28 -0.77 -1.38
C -0.32 -0.55 1.22
C -0.17 0.23 0.97

LUMO level (eV): 1.14
HOMO level (eV): -10.008
ΔE to the lowest compared entry with this formula, charge and spin (kcal/mol): 30.1
Maximum force (Eh/bohr): 0.039
Multiplicity: 1
SMILES: C1C[C@@H]2O[C@@H]2C1
Gap between HOMO and LUMO (eV): 11.1

Computed, not measured: an isolated molecule of C5H8O, with ωB97M-V/def2-TZVPD.

Positions of all 14 atoms, in Å:
C: 0.31769 1.88668 -1.22844
C: -0.37109 1.26278 -0.01665
C: -1.05784 -0.01631 -0.22188
C: -1.00311 -1.18161 0.10765
C: -0.14276 -1.90965 1.06972
O: 0.56964 -3.00873 0.57919
H: -0.31927 1.86033 -2.11648
H: 0.57379 2.92793 -1.01671
H: 1.24151 1.34777 -1.46050
H: 0.39850 0.91279 0.71461
H: -0.99914 1.97509 0.52372
H: -0.68319 -2.23151 1.96094
H: 0.54267 -1.07696 1.38185
H: 0.93259 -2.74862 -0.27704

Atoms 1-3, force components in eV/Å:
C 0.03 0.06 -0.08
C 0.09 0.13 0.13
C 0.17 -0.55 0.27

LUMO level (eV): 0.66
HOMO level (eV): -9.447
ΔE to the lowest compared entry with this formula, charge and spin (kcal/mol): 81.3
Maximum force (Eh/bohr): 0.013
Multiplicity: 1
SMILES: CCC#CCO
Gap between HOMO and LUMO (eV): 10.1

Computed, not measured: a structure of composition C5H8O, with ωB97M-V/def2-TZVPD.

Positions of all 14 atoms, in Å:
C: 1.46515 -0.62058 0.10660
C: 0.55200 -1.44651 -0.78350
C: 0.05836 -0.19844 -0.16274
C: -1.04808 0.24246 0.78242
C: -0.88801 1.56554 0.01610
O: -0.14828 0.92058 -1.02949
H: 2.22392 -0.00196 -0.36210
H: 1.74059 -1.04058 1.07263
H: 0.22520 -2.42210 -0.43552
H: 0.68132 -1.35012 -1.85745
H: -0.83597 0.27298 1.85443
H: -1.99897 -0.26553 0.59166
H: -1.78277 2.07474 -0.35156
H: -0.24445 2.26951 0.55851

Atoms 1-3, force components in eV/Å:
C 0.16 0.12 0.07
C -0.14 -0.11 -0.12
C 0.16 -0.21 -0.05

LUMO level (eV): 1.20
HOMO level (eV): -9.058
ΔE to the lowest compared entry with this formula, charge and spin (kcal/mol): 50.9
Maximum force (Eh/bohr): 0.010
Multiplicity: 1
Gap between HOMO and LUMO (eV): 10.3

Computed, not measured: an isolated molecule of C5H8O, with ωB97M-V/def2-TZVPD.

Positions of all 14 atoms, in Å:
C: -1.92320 1.21549 -0.45082
C: -1.50208 -0.20562 -0.27982
C: -0.23210 -0.67399 -0.23663
C: 0.94004 0.05795 -0.62303
C: 2.16228 -0.36628 0.09425
O: 2.06315 -1.08153 1.32344
H: -2.73023 1.31197 -1.18793
H: -2.33828 1.57223 0.50371
H: -1.07946 1.85588 -0.72208
H: -0.10982 -1.69724 0.13395
H: -2.30493 -0.90811 -0.05154
H: 2.84763 0.49094 0.19823
H: 2.67165 -1.04493 -0.61362
H: 1.53536 -0.52674 1.91189

Atoms 1-3, force components in eV/Å:
C 0.06 0.03 -0.07
C 0.03 0.04 0.13
C 0.03 0.14 -0.06

LUMO level (spin up / spin down) (eV): -0.59 / -0.59
HOMO level (spin up / spin down) (eV): -8.167 / -8.169
ΔE to the lowest compared entry with this formula, charge and spin (kcal/mol): 97.9
Maximum force (Eh/bohr): 0.009
Multiplicity: 1
Gap between HOMO and LUMO (spin up / spin down) (eV): 7.6 / 7.6

Computed, not measured: an isolated molecule of C5H8O, with ωB97M-V/def2-TZVPD.

Positions of all 14 atoms, in Å:
C: -0.29000 -0.85410 0.86596
C: -0.33421 0.59471 1.27018
C: -0.11558 -0.99837 -0.65421
C: 0.67369 0.16676 -1.24033
O: 0.09654 1.42947 -0.92791
C: -0.19164 1.58725 0.39233
H: -1.22865 -1.33887 1.16544
H: 0.50539 -1.38141 1.40905
H: -0.53052 0.84704 2.30826
H: -1.09543 -1.03212 -1.14245
H: 0.40146 -1.93331 -0.90000
H: 0.69579 0.11710 -2.33216
H: 1.70817 0.15883 -0.86726
H: -0.29501 2.63703 0.65310

Atoms 1-3, force components in eV/Å:
C 0.03 -0.06 0.01
C 0.00 0.11 -0.11
C -0.04 0.01 -0.05

LUMO level (eV): 1.07
HOMO level (eV): -8.577
ΔE to the lowest compared entry with this formula, charge and spin (kcal/mol): 19.3
Maximum force (Eh/bohr): 0.005
Multiplicity: 1
SMILES: C1=COCCC1
Gap between HOMO and LUMO (eV): 9.6

Computed, not measured: a structure of composition C5H8O, with ωB97M-V/def2-TZVPD.

Positions of all 14 atoms, in Å:
C: -0.81946 0.19629 -1.76785
C: 0.24671 0.37587 -0.70044
O: -0.34775 1.05465 0.43235
C: 0.11290 0.45458 1.61678
C: 0.74646 -0.83986 1.14256
C: 0.91999 -0.89424 -0.24165
H: -1.26397 1.16206 -2.02622
H: -0.38478 -0.25387 -2.66489
H: -1.61631 -0.45922 -1.39717
H: 1.06579 1.00095 -1.09690
H: 0.87813 1.06575 2.12590
H: -0.72242 0.30779 2.31234
H: 1.16302 -1.57008 1.83880
H: 0.02168 -1.60069 0.42639

Atoms 1-3, force components in eV/Å:
C -0.02 0.00 -0.03
C 0.03 -0.08 -0.30
O -0.01 0.01 0.02

LUMO level (eV): 0.94
HOMO level (eV): -8.930
ΔE to the lowest compared entry with this formula, charge and spin (kcal/mol): 90.2
Maximum force (Eh/bohr): 0.007
Multiplicity: 1
Gap between HOMO and LUMO (eV): 9.9